Below is 10 unconnected molecules or ions with the total composition C99H228BrN6O3P3 in a non-equilibrium geometry, with properties calculated with wB97M-V/def2-TZVPD.

As for the largest force on an atom: 0.05908 Eh/bohr. The calculation puts the energy at -8057.693481 Eh. Its spin multiplicity is 1. As for the total charge: +8.

Last column: Löwdin charge in e.
Atoms and positions in Å:
C1 30.148015 9.588970 14.320765  -0.05
C2 30.656325 10.601220 13.316425  -0.15
N1 29.635385 11.329450 12.339805  -0.19
C3 28.774345 12.252190 13.337855  0.03
C4 30.381825 12.244200 11.292635  -0.11
C5 31.308455 11.446040 10.332055  -0.03
C6 28.728485 10.209440 11.712595  -0.04
C7 27.882375 10.722470 10.513935  -0.12
O1 27.230555 11.995740 10.831255  -0.26
C8 26.414475 12.522920 9.801885  -0.11
H1 30.899275 9.260480 15.038965  0.11
H2 29.761755 8.747570 13.745495  0.08
H3 29.291935 9.929180 14.903435  0.08
H4 31.386165 10.150470 12.643915  0.12
H5 31.152855 11.437250 13.808975  0.13
H6 29.241805 12.886740 14.090795  0.09
H7 27.997705 11.634140 13.788335  0.09
H8 28.285365 12.847160 12.566475  0.06
H9 30.847245 12.952810 11.977725  0.12
H10 29.635835 12.860770 10.791195  0.10
H11 31.735685 11.944580 9.461985  0.10
H12 30.635745 10.667250 9.972815  0.07
H13 32.199065 10.879850 10.604725  0.09
H14 28.090005 9.843400 12.516625  0.12
H15 29.306995 9.314120 11.484935  0.14
H16 27.011785 10.116820 10.262225  0.14
H17 28.373285 10.918320 9.560655  0.13
H18 25.509385 11.949470 9.601725  0.10
H19 26.812505 12.690020 8.801005  0.09
H20 26.230625 13.564820 10.064065  0.06
C9 26.870245 20.010640 9.689145  -0.05
C10 27.011685 18.717650 10.466255  -0.16
N2 28.117515 17.650750 10.061835  -0.16
C11 28.024745 16.472610 11.082855  0.00
C12 27.483555 17.034520 8.768455  -0.13
C13 28.231765 15.762380 8.126995  -0.02
C14 29.565975 18.218870 9.728195  0.00
C15 30.449225 18.584090 10.935705  -0.19
O2 30.055905 19.759180 11.597385  -0.19
C16 30.788835 19.976880 12.771435  -0.10
H21 27.712745 20.688730 9.825105  0.10
H22 25.963615 20.520480 10.015015  0.06
H23 26.701585 19.971600 8.612985  0.09
H24 26.041925 18.245260 10.622785  0.10
H25 27.234565 18.856770 11.524115  0.11
H26 28.178145 16.783880 12.116145  0.04
H27 28.759805 15.686500 10.910135  0.10
H28 27.086025 15.931860 10.962505  0.07
H29 27.421255 17.878630 8.081665  0.11
H30 26.424385 16.855650 8.953555  0.11
H31 29.195365 15.955140 7.655375  0.09
H32 27.646245 15.120440 7.468825  0.09
H33 28.441995 15.085500 8.955085  0.04
H34 29.508125 19.043740 9.018025  0.14
H35 29.977455 17.438130 9.088475  0.13
H36 31.457565 18.837690 10.608545  0.15
H37 30.555505 17.717940 11.588835  0.12
H38 30.486915 20.857920 13.337735  0.09
H39 31.791605 20.334920 12.538295  0.11
H40 30.899265 19.079460 13.380155  0.08
C17 24.402355 15.568370 16.993045  -0.02
C18 25.285685 16.275120 15.865895  -0.11
N3 24.926505 15.812860 14.381565  -0.18
C19 25.720295 16.729620 13.394955  0.00
C20 25.339085 14.308450 14.368705  -0.11
C21 25.272535 13.716040 12.926325  -0.04
C22 23.397665 15.813890 14.090305  -0.06
C23 22.649325 17.191310 13.941505  -0.18
O3 23.067865 18.090250 14.937865  -0.20
C24 22.701915 19.444990 14.692675  -0.06
H41 23.484655 16.139570 17.133235  0.06
H42 25.024625 15.664270 17.882825  0.08
H43 24.147675 14.513780 16.887835  0.07
H44 26.349645 16.227180 16.097815  0.05
H45 25.001705 17.327450 15.857475  0.10
H46 25.383895 17.761810 13.492515  0.09
H47 25.541785 16.495520 12.345465  0.06
H48 26.786545 16.639220 13.602445  0.01
H49 24.655255 13.727060 14.987135  0.12
H50 26.382805 14.373650 14.676095  0.11
H51 25.817945 12.787560 12.757325  0.08
H52 25.472005 14.499230 12.194945  0.05
H53 24.256305 13.334800 12.826165  0.05
H54 22.965425 15.049080 14.735545  0.11
H55 23.226685 15.396980 13.097805  0.11
H56 21.561225 17.133470 13.969615  0.11
H57 22.935025 17.570230 12.960235  0.09
H58 23.128895 19.797440 13.753755  0.07
H59 23.115425 20.034530 15.510935  0.09
H60 21.644265 19.679700 14.812695  0.08
C25 21.581765 12.289210 13.015505  -0.09
C26 20.109395 12.149770 12.702285  -0.23
C27 19.501395 13.444660 12.173605  -0.18
C28 19.822625 13.822090 10.690435  -0.07
N4 19.023505 15.040390 10.161125  -0.24
C29 19.398015 16.307820 11.018735  -0.06
C30 18.212045 16.612650 12.036735  -0.13
C31 17.053935 16.065320 11.249495  -0.14
C32 17.522855 14.960510 10.287435  -0.08
C33 19.363325 15.326570 8.711495  0.04
H61 22.210015 12.374240 12.128835  0.07
H62 22.065555 11.460440 13.532415  0.09
H63 21.747615 13.130600 13.688305  0.05
H64 19.505815 11.844380 13.556995  0.09
H65 19.906515 11.444600 11.896275  0.13
H66 19.776105 14.303090 12.786575  0.09
H67 18.429575 13.251660 12.218815  0.10
H68 19.600705 13.040170 9.964175  0.15
H69 20.897345 13.969460 10.583925  0.13
H70 19.517665 17.137410 10.321905  0.11
H71 20.405465 16.207370 11.422555  0.11
H72 18.099635 17.687320 12.180095  0.11
H73 18.320355 16.110030 12.997845  0.09
H74 16.699605 16.814170 10.541135  0.13
H75 16.196205 15.730200 11.832685  0.11
H76 17.016555 14.937760 9.322425  0.15
H77 17.373395 13.943700 10.650565  0.12
H78 19.031655 16.297040 8.342325  0.12
H79 18.981705 14.437290 8.209845  0.12
H80 20.451405 15.268010 8.684245  0.11
C34 21.971195 24.976870 12.777655  -0.09
C35 20.612935 24.821260 12.027795  -0.19
C36 20.561225 23.414160 11.413675  -0.22
C37 21.486085 23.135370 10.300965  -0.08
N5 21.441465 21.584460 9.919775  -0.20
C38 22.572535 21.190280 8.923705  -0.05
C39 22.859065 19.673400 9.220405  -0.13
C40 22.694095 19.626930 10.736295  -0.19
C41 21.769535 20.736340 11.207345  -0.09
C42 20.064415 21.232900 9.280445  0.06
H81 22.803145 24.623050 12.168755  0.06
H82 22.055065 24.487820 13.748165  0.05
H83 22.184805 26.005530 13.068055  0.09
H84 20.609815 25.594380 11.259435  0.13
H85 19.784365 24.960020 12.722295  0.11
H86 19.580205 23.424160 10.938705  0.12
H87 20.556995 22.666490 12.206815  0.11
H88 22.544265 23.329610 10.475975  0.12
H89 21.255235 23.521480 9.308125  0.15
H90 22.171425 21.270690 7.913385  0.14
H91 23.418725 21.867650 9.038775  0.14
H92 22.118065 19.080160 8.684605  0.10
H93 23.723005 19.152870 8.807165  0.12
H94 22.420425 18.611670 11.023415  0.09
H95 23.690105 19.808320 11.140235  0.09
H96 20.875445 20.307500 11.659895  0.12
H97 22.349125 21.352240 11.894985  0.12
H98 19.879365 21.952300 8.482755  0.12
H99 19.309485 21.430280 10.041505  0.10
H100 20.155395 20.255870 8.805845  0.10
C43 20.611095 23.487920 16.391725  -0.11
C44 19.804845 23.614390 17.617985  -0.27
C45 20.387705 23.149500 18.939465  -0.15
C46 20.582245 21.581160 19.020025  -0.06
N6 21.392295 21.149870 20.273545  -0.23
C47 22.862295 21.317710 19.945625  -0.12
C48 23.298325 20.084410 19.228475  -0.12
C49 22.271385 18.922980 19.636365  -0.11
C50 21.319115 19.604780 20.598305  -0.07
C51 21.022415 21.912230 21.539385  0.04
H101 21.642235 23.837920 16.440055  0.09
H102 20.098365 23.939440 15.542405  0.08
H103 20.598345 22.426850 16.142605  0.04
H104 18.934735 22.958240 17.595875  0.08
H105 19.410585 24.629500 17.570815  0.13
H106 19.938125 23.608040 19.820215  0.09
H107 21.364895 23.630730 18.979435  0.11
H108 21.114115 21.248650 18.128585  0.11
H109 19.655195 21.022290 19.147845  0.11
H110 23.364155 21.512150 20.893485  0.15
H111 22.956485 22.199910 19.312425  0.13
H112 24.312785 19.800430 19.508335  0.11
H113 23.135435 20.279460 18.168515  0.09
H114 22.738615 18.109520 20.191405  0.12
H115 21.781275 18.544410 18.739385  0.10
H116 21.586045 19.488130 21.648665  0.14
H117 20.272395 19.301750 20.623845  0.13
H118 21.299675 22.960670 21.429825  0.11
H119 21.685765 21.622810 22.354425  0.11
H120 20.003425 21.649020 21.823085  0.12
C52 17.197695 24.700140 21.131395  -0.07
C53 16.345255 24.449810 19.847915  -0.24
C54 16.010155 22.954200 19.620615  -0.24
C55 15.156885 22.814730 18.304755  -0.22
P1 14.970645 21.080320 17.841345  1.00
C56 14.110465 20.164620 19.201935  -0.24
C57 12.944135 20.935700 19.883755  -0.25
C58 12.024575 20.042220 20.596355  -0.26
C59 12.685615 19.206410 21.708655  -0.09
C60 13.924965 20.810520 16.418885  -0.26
C61 13.662485 19.327710 15.995925  -0.23
C62 13.618535 19.168620 14.496655  -0.25
C63 13.850275 17.721030 14.095025  -0.12
C64 16.504465 20.159780 17.492305  -0.26
C65 17.372365 20.680520 16.306715  -0.20
C66 18.734315 19.878640 16.195335  -0.21
C67 18.590245 18.434310 15.559135  -0.07
H121 17.285155 25.783450 21.214495  0.09
H122 18.197035 24.297420 20.966375  0.03
H123 17.017425 24.112340 22.031445  0.08
H124 16.878065 24.841130 18.981265  0.10
H125 15.379415 24.943630 19.954685  0.12
H126 15.473375 22.625590 20.510545  0.11
H127 16.992205 22.486980 19.693915  0.09
H128 15.675725 23.180470 17.418685  0.09
H129 14.186885 23.252030 18.541325  0.12
H130 14.892615 19.887980 19.908905  0.09
H131 13.877405 19.188320 18.776935  0.10
H132 12.356855 21.468570 19.135925  0.11
H133 13.306415 21.674530 20.598575  0.12
H134 11.366635 19.485700 19.928905  0.12
H135 11.324905 20.662210 21.156855  0.13
H136 13.241715 19.832430 22.406475  0.08
H137 13.391555 18.429640 21.414775  0.06
H138 12.049495 18.640680 22.389385  0.09
H139 14.186945 21.521590 15.635405  0.10
H140 12.938365 21.194480 16.678285  0.11
H141 12.759625 18.914430 16.445525  0.13
H142 14.480805 18.685090 16.320735  0.08
H143 14.481035 19.659070 14.045355  0.10
H144 12.681005 19.592310 14.136615  0.13
H145 14.752435 17.287560 14.526685  0.05
H146 14.090475 17.675370 13.032805  0.07
H147 13.044475 17.026260 14.331835  0.09
H148 16.279415 19.094870 17.433835  0.09
H149 17.095735 20.146910 18.407915  0.08
H150 17.540745 21.756160 16.359165  0.09
H151 16.811845 20.625430 15.373505  0.10
H152 19.202175 19.928230 17.178575  0.08
H153 19.412705 20.436490 15.549815  0.07
H154 18.013025 17.835910 16.263995  0.06
H155 19.592125 18.055120 15.357755  0.04
H156 18.038395 18.349150 14.623025  0.06
C68 20.669695 9.921250 16.912295  -0.10
C69 19.438265 10.282520 17.774745  -0.25
C70 18.044725 9.751020 17.332775  -0.19
C71 17.370195 10.296530 15.993285  -0.21
P2 16.570565 11.925980 16.217365  1.02
C72 15.081475 11.841890 17.294455  -0.25
C73 14.558885 10.474230 17.479825  -0.24
C74 13.569015 10.129860 16.367305  -0.27
C75 12.237615 10.797620 16.393025  -0.10
C76 15.949135 12.266120 14.583775  -0.25
C77 15.309905 13.727280 14.525965  -0.21
C78 14.224675 13.837540 13.372725  -0.24
C79 12.977765 13.005980 13.601315  -0.08
C80 17.614865 13.325610 16.831105  -0.23
C81 18.819175 13.652770 15.933665  -0.27
C82 19.550605 14.841100 16.378685  -0.27
C83 20.480205 14.605480 17.586505  -0.08
H157 20.544315 10.116610 15.847305  0.05
H158 20.800455 8.841420 16.982825  0.09
H159 21.504145 10.485210 17.329115  0.07
H160 19.505885 11.366920 17.861915  0.07
H161 19.656695 9.892950 18.769045  0.12
H162 17.482065 9.866840 18.259115  0.10
H163 18.156735 8.668510 17.271745  0.12
H164 16.582165 9.604630 15.695995  0.11
H165 18.077605 10.410180 15.171855  0.08
H166 14.311585 12.552560 16.993945  0.11
H167 15.618545 11.969970 18.234275  0.10
H168 14.017395 10.517880 18.424805  0.14
H169 15.297665 9.678990 17.579375  0.11
H170 13.284625 9.077940 16.393305  0.13
H171 14.032765 10.265200 15.390195  0.08
H172 11.673795 10.379830 17.227095  0.10
H173 11.707925 10.476000 15.496315  0.09
H174 12.182195 11.886180 16.401935  0.06
H175 15.154895 11.533610 14.439905  0.08
H176 16.817095 12.072620 13.953455  0.08
H177 16.145615 14.406740 14.358575  0.07
H178 14.910055 14.127320 15.457725  0.10
H179 14.771135 13.536390 12.478975  0.10
H180 14.024675 14.902110 13.251075  0.08
H181 13.219515 11.947190 13.508465  0.08
H182 12.177965 13.226700 12.894425  0.09
H183 12.468825 13.141440 14.555635  0.07
H184 17.998975 13.071700 17.819075  0.09
H185 16.899405 14.147840 16.844255  0.10
H186 18.353445 13.982800 15.005075  0.08
H187 19.476485 12.797220 15.778495  0.11
H188 18.849635 15.559040 16.804455  0.10
H189 20.086855 15.344860 15.574475  0.09
H190 19.877385 14.264440 18.428175  0.08
H191 20.991505 15.485580 17.976495  0.06
H192 21.194745 13.783580 17.541745  0.07
C84 25.965105 21.429020 13.564365  -0.09
C85 27.418595 21.251830 14.118425  -0.19
C86 27.450755 20.235700 15.318395  -0.25
C87 28.813775 20.170710 16.007505  -0.29
P3 28.692455 19.729210 17.763275  1.07
C88 30.341115 19.055920 18.343835  -0.20
C89 31.551785 20.104600 18.542595  -0.20
C90 31.907305 20.819010 17.237465  -0.27
C91 33.307375 21.468190 17.475705  -0.07
C92 27.331015 18.495240 18.015195  -0.24
C93 27.383485 17.658650 19.344275  -0.23
C94 28.123235 16.341460 19.085335  -0.29
C95 28.451475 15.603870 20.359465  -0.10
C96 28.540665 21.391130 18.535075  -0.26
C97 27.167115 22.019740 18.469945  -0.25
C98 27.105065 23.348260 19.270085  -0.25
C99 27.602375 24.585750 18.512435  -0.09
H193 25.554915 20.478830 13.222355  0.02
H194 25.904645 21.893910 12.580335  0.06
H195 25.224145 21.794200 14.275505  0.07
H196 27.875805 22.121270 14.590805  0.11
H197 28.098645 20.950430 13.321685  0.09
H198 27.150555 19.271190 14.908885  0.09
H199 26.772095 20.566150 16.104725  0.07
H200 29.262885 21.163450 15.977945  0.09
H201 29.452785 19.461080 15.481955  0.05
H202 30.497185 18.240960 17.637015  0.07
H203 30.026185 18.574660 19.269745  0.07
H204 32.412325 19.548000 18.913755  0.12
H205 31.494795 20.863260 19.323165  0.11
H206 31.104015 21.509820 16.981325  0.07
H207 31.830125 20.167420 16.367075  0.10
H208 33.456315 21.910650 18.460665  0.08
H209 33.567905 22.295840 16.816005  0.08
H210 33.974715 20.607900 17.424145  0.09
H211 27.276685 17.813210 17.166675  0.04
H212 26.449855 19.135550 18.055925  0.06
H213 26.464815 17.423580 19.881745  0.11
H214 27.915465 18.228510 20.106085  0.10
H215 29.086195 16.540320 18.614975  0.09
H216 27.576015 15.685650 18.408165  0.09
H217 27.608555 15.227000 20.938735  0.08
H218 29.101745 16.165960 21.029775  0.09
H219 29.004745 14.698870 20.108525  0.09
H220 29.411025 21.979410 18.244385  0.10
H221 28.901445 21.390100 19.563635  0.11
H222 26.487715 21.403610 19.058925  0.09
H223 26.747425 22.224380 17.485015  0.10
H224 27.625235 23.201160 20.216585  0.11
H225 26.096305 23.587460 19.606665  0.09
H226 27.460005 25.502590 19.084475  0.09
H227 27.004825 24.876700 17.648495  0.07
H228 28.641595 24.477890 18.201805  0.08
Br1 29.246945 16.320600 15.089095  -0.38

Atomic forces in eV per Å
-1.4367 -0.0787 -0.8071
0.9730 1.0594 -0.8566
-0.3500 -0.8900 1.9737
-0.6954 -0.6291 -2.6934
0.9472 -0.5078 1.4260
-0.9297 -0.7407 -0.2119
-0.4608 1.3907 -0.1053
-1.1121 1.1077 -0.2058
0.5107 0.0688 0.0596
0.0161 0.4883 -0.2807
0.2336 0.1206 -0.4096
0.2812 -0.4421 0.3602
0.0776 0.3328 0.1231
-0.0338 -0.1056 0.1034
0.0258 0.0147 -0.0332
0.9195 -0.4465 -0.3659
0.3368 -0.1682 0.0220
-0.2527 0.4307 0.5818
0.6083 -0.0678 -0.1485
-0.2407 -0.6253 -0.2717
-0.7755 0.7572 0.0395
0.1551 -0.0885 -0.6119
-0.1362 0.3196 1.3810
-0.1819 0.4370 0.0105
0.4159 0.4170 -0.5041
0.4887 -1.0422 0.2901
0.7632 -0.4366 0.2184
-0.2596 -0.0494 0.4950
1.0905 -0.7282 -0.1016
-0.6133 -0.0844 0.5221
0.3846 0.3452 -0.3483
1.1086 -0.5071 1.4353
-2.2079 -1.0310 -0.8491
0.9053 0.5716 -0.1354
1.1895 -0.2039 -1.5789
-0.2833 0.6650 1.6864
-0.4286 -0.1473 0.4259
0.3842 0.0566 -0.4331
-2.0584 -0.1742 -0.0220
1.6770 0.6503 0.3573
-0.0090 -0.0691 0.2161
0.0413 0.0185 0.5181
0.2159 -0.6851 -0.1028
0.0015 -0.8015 -0.9827
0.6057 0.9000 -0.0055
0.0621 0.3936 -0.1311
0.4120 0.5439 -0.3411
-0.2319 0.5859 -0.1716
0.5035 -0.1334 -0.2841
0.2142 -0.5004 0.5482
-0.2607 0.3898 -0.1055
-0.4080 0.7423 -0.2394
0.1594 -0.0794 0.0882
-0.7731 0.3041 0.3220
0.3749 -0.2485 0.6207
0.2293 -0.6931 -0.7897
-0.1924 -0.0566 0.4327
-1.0839 -0.3189 -0.0506
0.4900 -0.4782 -0.4291
-0.3344 -0.0295 0.1905
0.9387 1.0080 -0.9251
-2.2754 -0.0570 0.1511
-0.3801 -0.0159 0.4572
-0.7635 -0.6827 0.4852
1.0600 0.5591 -2.3092
-1.2171 0.0731 1.0892
-0.0885 0.5979 -0.3714
1.4326 -0.2806 0.8009
-0.2243 0.3882 0.1413
0.4302 0.1162 0.8929
-0.0048 -0.0784 0.0177
-0.1932 -0.0727 0.1744
0.2691 0.0798 -0.2319
0.1650 -0.6264 -0.8668
0.1257 -0.0853 0.0856
-0.0353 -0.0566 0.6325
-0.2845 -0.5335 0.2663
0.0352 -0.0667 0.4613
0.4551 0.4617 0.3965
-0.1057 -0.3891 0.5332
0.7570 0.4842 0.1958
0.1687 -0.5132 -0.1858
-0.2944 0.3868 -0.5168
-0.1024 0.5960 0.5397
0.6208 -0.2850 -0.1465
-0.2036 -0.7011 -0.0993
0.0263 0.2495 -0.2447
-0.1692 0.0682 -0.1435
0.5285 -0.0816 -0.1164
-0.4577 -0.5487 -0.6003
0.7017 -0.4057 0.3279
0.0857 0.2146 -0.9132
-0.6639 0.4483 -1.1247
-0.5496 -0.4891 0.1295
0.9168 2.6348 0.9958
-0.3776 0.1815 0.3029
1.3510 -0.8356 -1.2313
-1.0305 -0.2146 -1.4849
-0.0372 -1.8204 1.0950
1.1122 -1.5044 0.8246
-0.1823 0.4180 -0.2346
-0.5363 -0.3973 0.0939
0.0093 0.3759 -0.0976
0.2413 -0.0615 0.1133
0.2793 -0.5618 0.2518
-0.1499 0.0303 0.2787
-0.1928 0.5034 0.2010
-0.2869 -0.3212 0.2802
-0.0660 0.7191 -0.1602
-0.4726 -0.0430 -0.1505
-0.1479 -0.5116 0.3056
0.1740 -0.0891 0.0977
0.2424 0.0271 -0.0374
-0.2709 0.4345 0.4268
0.0828 0.0500 0.0494
0.3533 0.5191 -0.0770
-0.4111 0.1070 0.3086
-0.4433 -0.3547 0.2332
-0.0951 0.4993 -0.6400
0.0433 0.2023 -0.3643
-0.2299 0.5026 0.3014
2.2843 -0.1603 0.7463
-2.2614 1.1316 -0.1714
1.3211 -2.0848 -1.6604
0.4598 -0.4768 0.6837
-0.4784 -0.9012 -0.2841
-1.2691 0.9575 -0.2829
1.1588 -0.9899 -0.4337
0.0615 -0.1814 -1.4095
1.3997 0.9952 0.4541
0.0698 0.1561 -0.0349
-0.4053 -0.6124 -0.0393
-0.0722 0.1856 -0.4711
-0.4093 -0.0938 -0.0510
-0.0660 0.0338 -0.2745
-0.4201 -0.5123 0.2188
0.2386 -0.0276 -0.0512
-0.0134 -0.0185 0.2239
-0.2779 0.8530 0.4042
0.0802 0.4280 0.0790
-0.0723 -0.1052 0.2099
-0.7028 0.1553 0.2873
0.7304 0.9681 0.3142
-0.2972 0.1379 0.3247
0.0717 -0.0532 0.2858
-0.1322 0.5863 -0.0685
-0.5825 0.2902 -0.0347
0.2137 0.0698 -0.0191
-0.0228 -0.7364 -0.1192
-0.3825 -0.0876 0.5556
0.3899 -1.4815 -1.2411
-1.9195 0.0365 1.0306
1.8332 0.1470 0.2986
-0.2628 0.9985 1.4083
0.5371 -0.6634 0.3288
-0.3858 1.0260 0.7661
-0.9835 -1.5410 0.1085
0.5127 0.9912 0.1967
-0.8003 1.2367 -0.0710
0.7168 -0.1554 -0.2398
-0.0822 0.1754 0.1377
0.1433 0.3334 0.0847
0.6344 -0.3352 -0.3413
-0.5809 0.1692 -0.8919
0.0239 0.0926 1.1152
-0.7383 -0.4924 -0.2237
0.5829 -0.2929 0.1343
0.0167 -0.2221 0.1868
-0.2624 0.2845 -0.3454
0.1447 -0.1657 -0.1026
0.0943 0.0756 0.2497
0.0056 0.1550 -0.4750
0.7144 -0.3332 -0.1319
0.1497 -0.0417 -0.3609
-0.0405 -0.0951 0.1386
0.5796 0.2830 -0.1260
-0.0773 0.0243 -0.6259
-0.8234 0.0626 -0.2912
-0.0049 -0.6181 -0.1562
-0.0211 0.5634 -0.1809
0.5452 -0.5231 -1.4206
-0.4430 -0.7505 1.1744
0.3682 1.3036 -0.0004
1.5203 -1.3795 0.8905
-1.6306 -1.6819 1.2836
1.0980 0.5656 -0.1760
0.9076 0.3176 -1.2003
-1.3790 -1.2258 2.1291
0.5064 -0.5364 0.3757
-1.3358 0.1784 -0.1651
1.0764 0.4394 0.1493
0.3739 -0.4826 -0.0342
-0.1296 -0.5213 -0.5874
0.9493 0.6652 0.1148
0.1984 -0.8769 0.0084
-1.3328 0.3672 -1.3610
-0.0895 1.1260 1.2389
-0.0128 -0.2243 0.7878
0.5358 0.3136 -0.5974
-1.2707 0.6333 0.1663
-0.0947 0.1687 -0.0178
0.1333 0.4366 -0.1388
-0.3198 -0.2278 -0.2421
0.0188 -0.7601 -0.7296
-0.1876 0.9989 0.1634
-0.0729 0.0618 -0.6610
0.0557 0.2681 0.3998
-0.6652 0.0445 -0.1650
0.0797 0.2056 -0.1841
0.4014 0.0635 -0.1724
0.3114 -0.3839 -0.1015
-0.1640 0.2729 -0.1930
0.0965 0.4091 -0.1424
0.1912 0.0494 -0.6289
-0.7333 0.2853 -0.4012
0.4137 -0.4218 -0.4805
-0.0987 0.2960 0.4402
-0.0337 0.2986 0.1330
0.1330 -0.0183 0.3268
-0.1925 0.7325 0.0277
0.1666 -0.1134 -0.4538
0.2166 0.2212 0.6038
-0.5605 -0.0840 -0.2584
-0.1643 0.1422 -0.1304
-0.4645 0.0441 -0.5225
0.1801 0.5131 0.2288
0.3171 0.0181 0.5511
-0.0840 -0.4948 -0.1404
0.0211 -0.7029 0.0480
-0.0431 0.2600 -0.1312
0.4291 -0.4717 0.0146
-0.0378 -0.4129 0.3523
-0.0740 0.7356 -0.0793
-1.0336 -0.5248 0.3262
0.5477 0.2046 -1.0611
1.0758 0.0774 0.0402
0.7006 0.3126 2.3737
-1.0355 -0.5295 0.0761
2.9117 -0.0220 0.3349
-1.9866 -1.3676 -0.4801
0.3654 -0.9562 -0.1570
-1.0585 0.0919 -0.0756
-0.5955 1.7305 0.7323
0.1422 -0.7521 -1.3105
1.3973 0.3936 1.1311
-0.3096 -0.2208 -0.1184
0.4315 -1.2967 -0.4495
-1.6822 -0.4331 -0.9602
1.6226 1.4127 2.1452
-0.2159 -0.6380 0.6813
-0.0206 0.3649 -0.1157
0.5239 0.0512 0.0553
0.2746 -0.3496 -0.2661
-0.6275 0.3160 0.1969
-0.2730 -0.0028 0.0569
-0.8855 0.2864 -0.4452
-0.1169 -0.0795 -0.3918
-0.0904 0.1135 -0.1609
0.1618 -0.1704 0.0358
0.3021 0.2372 0.3821
-0.5636 1.3033 0.5288
-0.1058 -0.3347 0.0981
0.1772 0.2632 0.0505
0.5272 -0.2312 0.1028
0.2232 -0.0052 -0.1748
-0.1494 0.3772 0.1120
-0.1818 0.1028 -0.0108
0.2381 0.0766 0.2288
0.2643 -0.1495 -0.2551
-0.3779 0.3248 -0.7432
0.1209 0.2657 -0.4921
-0.3098 -0.6802 0.2944
-0.2948 -0.1948 -0.3423
-0.3041 0.0483 0.0240
-0.1814 -0.0801 -0.0269
0.2936 -0.0331 -0.3571
0.4661 0.2187 0.2759
-0.5283 0.0544 0.2545
0.1399 0.1866 0.3245
0.1627 -0.5554 -0.6647
-0.0702 -0.1293 -0.0803
-0.2936 0.3083 -0.5058
0.0592 -0.0633 -0.2322
-0.2974 0.1502 0.1373
0.0189 0.1682 -0.3702
0.2804 0.0616 -0.7195
0.7049 -0.6854 -0.3768
-0.7049 -0.4806 1.1855
-0.0436 0.4871 -0.9335
-0.3121 -0.5416 -0.6405
2.3054 0.2398 0.1506
-0.8086 1.2692 0.5022
-0.7604 -1.2220 -1.0003
0.1866 0.6779 0.7248
-0.6193 -0.3881 -0.4723
-0.4931 0.4884 1.3922
1.2017 -0.0213 -0.4569
0.3602 0.3642 0.6361
0.3082 -0.9608 0.3710
0.1216 -0.5945 0.7103
-0.5191 1.3209 1.2540
0.0269 0.6540 -0.3470
-0.0412 0.2038 0.1500
0.1446 -0.9516 0.5020
0.2880 1.1173 0.3643
0.2554 0.4699 -0.0292
-0.4766 0.6944 -0.6089
-0.0483 -0.2002 -0.0065
-0.0559 -0.3345 0.4540
-0.6995 0.0031 -0.4311
0.1891 -0.0680 0.0836
0.1954 -0.0307 0.1505
0.6677 0.0619 -0.1371
0.3819 -0.0346 0.3370
-0.0229 -0.4907 -0.3388
-1.0382 -0.0857 0.1443
0.1160 0.7293 0.3497
0.7863 -0.4670 0.0445
-0.5318 -0.2327 0.2679
0.0656 -0.4951 -0.4559
0.5414 0.4557 -0.2565
0.2702 0.3098 -0.2265
-0.3205 0.0195 -0.3536
-0.6575 0.2804 -0.7039
0.3212 0.0431 0.0524
-0.0905 0.1046 -0.3734
-0.2003 0.0841 -0.1970
-0.2955 0.3468 -0.0407
-0.0988 0.1810 -0.0270
0.1476 -0.0105 -0.0231
-0.2403 0.1654 -1.3525
-0.6997 -0.8164 0.6447
-0.1968 -0.5984 -0.4150
0.1954 -0.3304 -0.2035
0.3846 0.1330 -0.0456
-0.3717 -0.3585 -0.2459
0.5739 -0.1843 0.5461
-0.1248 -0.7602 -0.4231
0.0143 0.2483 0.0454
-0.7867 0.1478 -0.3319